The following is a quantum chemistry calculation of a 2-piece molecular cluster, C3H11NO2S2 overall at a distorted geometry, from the Open Molecules 2025 dataset.

Its net charge is 0. As for the relative energy (zero: lowest compared OMol25 entry of this formula, charge and spin): 78.1 kJ/mol. As for the HOMO energy: -8.0 eV. The value obtained for the HOMO-LUMO gap is 8.45 eV. The value obtained for the energy is -30544.1844 eV. As for the SMILES: N[C@@H](CO)CSS.O.

```
19
Properties=species:S:1:pos:R:3:forces:R:3
N 0.029423 -1.742899 1.017227 0.090 0.119 0.551
C 0.226569 -0.431236 0.384283 -0.306 -1.655 -0.719
C 1.634576 0.108869 0.520062 0.200 -0.264 0.981
O 2.027115 0.153364 1.899703 0.049 -0.049 -0.207
C -0.125523 -0.591353 -1.092135 -0.374 2.849 -0.548
S -1.877897 -0.785490 -1.594909 0.776 -1.803 -1.130
S -3.179446 -0.208368 -0.192882 -0.490 1.154 1.469
H 0.233795 -1.648835 2.006972 -0.018 -0.130 0.023
H 0.693231 -2.442527 0.679236 -0.186 0.334 -0.142
H -0.480084 0.249824 0.870735 0.051 0.150 -0.213
H 2.328849 -0.633962 0.117459 0.021 0.378 -0.465
H 1.719044 1.099680 0.069399 0.148 -0.111 -0.218
H 1.337964 0.579818 2.410851 -0.130 0.281 0.085
H 0.465384 -1.257152 -1.710466 -0.084 -0.876 0.490
H 0.069110 0.369890 -1.581900 0.440 0.043 0.422
H -2.560379 -0.520386 0.973019 -0.110 -0.449 -0.402
O -0.520329 2.669111 -1.384893 -0.259 0.005 0.202
H -0.594971 2.482943 -2.322389 0.063 0.025 -0.267
H -1.426423 2.548710 -1.069373 0.119 -0.001 0.087
```
Forces are in eV/Å.

Atom charges from the Löwdin analysis, given in e for atoms 1 to 2: 0.04, -0.47

The following is a quantum chemistry calculation of a single C2H4N2S3 molecule at a distorted geometry, from the Open Molecules 2025 dataset.

Its net charge is 0. As for the relative energy (zero: lowest compared OMol25 entry of this formula, charge and spin): 411.5 kJ/mol. As for the HOMO energy (alpha / beta): -8.3 / -7.9 eV. The value obtained for the HOMO-LUMO gap (alpha / beta) is 7.27 / 6.52 eV. The value obtained for the energy is -37620.1596 eV.

```
11
Properties=species:S:1:pos:R:3:forces:R:3
C 0.570564 0.701755 -0.315552 3.196 -2.496 -1.951
C 1.076688 -0.573868 0.431265 0.227 -2.509 -5.183
N -0.456007 1.303351 0.372212 -1.584 2.442 0.317
N -1.384547 -0.919522 0.328752 -0.186 -1.315 0.262
S -1.892616 1.674533 -0.089340 0.632 0.050 0.349
S -2.694061 -0.375557 -0.233566 -0.835 0.351 -0.456
S -0.205094 -1.949364 -0.053419 1.154 0.971 0.527
H 1.533657 1.221879 -0.460993 -0.413 1.146 0.928
H 0.447863 0.491592 -1.433348 -0.821 -0.304 1.258
H 2.076311 -1.026155 0.014805 -1.646 1.275 1.173
H 0.927242 -0.548648 1.439184 0.277 0.389 2.777
```
Forces are in eV/Å.

Atom charges from the Löwdin analysis, given in e for atoms 1 to 2: -0.45, -0.34

- Look up the energy of the second one.
  -37620.1596 eV